ORCA calculation (the ωB97M-V functional and the def2-TZVPD basis) on C4H5FOS2 in the gas phase.

Values from the calculation:
E_HOMO = -8.9 eV
Orbital gap = 8.81 eV
LUMO = -0.123 eV
Structure (SMILES) = F/C=C\OC(=S)CS
Energy = -1126.7596 a.u.
Relative energy (zero: lowest compared OMol25 entry of this formula, charge and spin) = 286.0 kJ/mol

```
! RIJCOSX wB97M-V def2-TZVPD def2/J DEFGRID3
* xyz 0 1
F 2.0403 0.7343 0.9847
C 0.9924 1.7253 0.4575
C 0.1013 1.3564 -0.3567
O 0.2396 0.3157 -1.2673
C -0.4936 -0.8034 -1.1928
S -0.7733 -1.7563 -2.4641
C -0.9097 -1.1720 0.2358
S 0.1346 -1.7333 1.5331
H 1.0056 2.7509 0.7854
H -0.6678 2.1323 -0.2568
H -1.4655 -2.1595 0.0623
H -1.4339 -0.2936 0.5014
H 1.2301 -1.0968 0.9776
*
```

ORCA calculation (the ωB97M-V functional and the def2-TZVPD basis) on 17 unconnected molecules or ions with the total composition C20H70F3N32O18.

Values from the calculation:
E_HOMO = -6.7 eV
Orbital gap = 7.86 eV
LUMO = 1.145 eV
Energy = -4210.6393 a.u.
Relative energy (zero: lowest compared OMol25 entry of this formula, charge and spin) = 809.8 kJ/mol

```
! RIJCOSX wB97M-V def2-TZVPD def2/J DEFGRID3
* xyz -1 1
C -0.3726 -0.1417 -0.1495
O 0.3627 1.0176 0.2815
O -0.9853 0.2160 -1.3850
C 0.6704 -1.3206 -0.0677
F 0.1077 -2.4911 0.1567
F 1.4309 -1.4054 -1.1397
F 1.5210 -1.1671 0.9454
C 0.2835 1.5508 1.6030
C 1.2364 2.6344 1.7225
H 1.3057 2.9397 2.7666
H 2.2405 2.3398 1.4176
H 1.0199 3.4521 1.0350
H 0.4320 0.9143 2.4753
H -0.6887 2.0276 1.7278
H -1.1014 -0.2606 0.6522
C 1.7875 -5.4859 -1.6526
O 1.5164 -6.5006 -1.0370
N 1.0136 -4.5073 -1.9201
N 2.8957 -5.2035 -2.2290
H 1.3228 -3.8388 -2.6111
H 0.0810 -4.6441 -1.5573
H 3.6135 -5.9053 -2.3397
H 2.9750 -4.2746 -2.6177
C 5.3860 0.4502 3.1608
O 6.2349 -0.0800 2.4651
N 5.2918 0.5105 4.4755
N 4.7446 1.4860 2.7470
H 5.8459 -0.1259 5.0306
H 4.5933 1.0210 4.9966
H 4.5996 1.7344 1.7788
H 4.1803 2.0541 3.3626
C -3.0655 -2.0949 2.9714
O -2.2716 -2.8944 2.4289
N -2.7615 -0.8325 3.1142
N -4.2841 -2.4729 3.3239
H -1.8221 -0.4635 3.0778
H -3.4866 -0.1753 3.3637
H -4.8022 -1.8033 3.8747
H -4.5731 -3.3889 3.0118
C -3.6022 -2.4165 -3.5683
O -4.1043 -1.4316 -3.9142
N -4.0560 -3.5228 -3.8504
N -2.4455 -2.5174 -2.9135
H -3.7892 -4.4539 -3.5641
H -4.8727 -3.3640 -4.4231
H -2.2227 -3.2502 -2.2550
H -2.1256 -1.6018 -2.6314
C 2.5267 6.4370 -0.6910
O 3.4302 7.2489 -1.0723
N 2.7470 5.2381 -0.1651
N 1.2761 6.5734 -0.8517
H 1.9406 4.6465 -0.0244
H 3.7138 4.9465 -0.1841
H 0.9451 7.4197 -1.2925
H 0.5909 5.9254 -0.4901
C 0.7460 -0.9553 4.6482
O -0.3053 -0.5613 5.1020
N 0.7491 -2.0082 3.9133
N 1.9033 -0.3165 4.8092
H 1.5838 -2.1232 3.3563
H -0.1025 -2.5451 3.8318
H 1.9527 0.5428 5.3375
H 2.6806 -0.6791 4.2759
C 2.3160 2.2517 -2.3925
O 3.1821 2.6082 -3.1204
N 2.3827 2.0368 -1.1266
N 1.1295 1.9406 -2.8081
H 3.2297 2.1395 -0.5862
H 1.5816 1.7549 -0.5799
H 0.9779 2.0681 -3.7985
H 0.4551 1.4403 -2.2468
C -0.5127 5.5442 2.8531
O -1.1366 4.5099 3.0080
N 0.1123 6.1908 3.8028
N -0.5150 6.1999 1.7855
H 0.6541 7.0098 3.5666
H 0.1480 5.9112 4.7727
H -0.1201 7.1289 1.8168
H -0.9762 5.7204 1.0256
C 5.1874 -0.7325 -1.2658
O 6.3025 -0.6268 -1.8169
N 4.0944 -1.0806 -1.9213
N 5.0025 -0.4973 -0.0479
H 3.2618 -1.3678 -1.4268
H 4.1431 -1.2246 -2.9198
H 5.7446 -0.2444 0.5888
H 4.0331 -0.5861 0.2212
C -1.6040 1.2729 -4.9170
O -1.8593 1.8926 -5.8954
N -0.9421 0.1516 -4.9365
N -1.7460 1.7414 -3.6956
H -0.7307 -0.1523 -5.8762
H -0.6282 -0.2305 -4.0558
H -2.1807 2.6531 -3.7012
H -1.5901 1.1582 -2.8859
C -1.4476 4.4495 -1.1812
O -1.9160 5.4406 -0.6345
N -0.7163 4.4600 -2.2434
N -1.4921 3.2683 -0.7409
H -0.3319 3.6343 -2.6801
H -0.5736 5.4252 -2.5041
H -1.0494 2.5179 -1.2518
H -1.9874 2.9643 0.0851
C -4.5848 -0.9262 -0.4450
O -5.7621 -1.0673 -0.7533
N -3.9503 0.2085 -0.4099
N -3.8768 -1.8605 -0.0215
H -4.5031 1.0467 -0.5192
H -2.9441 0.2398 -0.4917
H -2.9278 -1.6434 0.2473
H -4.4210 -2.6427 0.3133
C 0.2578 -5.1455 3.2106
O 1.2235 -5.8251 3.5744
N -0.8002 -4.8052 3.8680
N 0.2542 -4.7212 2.0305
H -0.7790 -4.9221 4.8710
H -1.4879 -4.2921 3.3351
H -0.4026 -3.9738 1.8571
H 0.9498 -5.0316 1.3673
C -1.9395 -5.5446 -0.6031
O -1.8433 -4.9294 -1.6643
N -2.0670 -6.8385 -0.4849
N -2.2348 -4.9772 0.5327
H -1.9947 -7.2515 0.4340
H -2.3362 -7.3686 -1.3014
H -2.4590 -5.5592 1.3272
H -2.4272 -3.9880 0.5991
C -4.5122 3.0309 1.6306
O -5.1160 2.6471 0.6597
N -3.4368 3.7460 1.5057
N -4.8228 2.7458 2.8590
H -2.9015 3.9115 2.3460
H -3.2047 3.8890 0.5332
H -4.1603 2.9346 3.5976
H -5.6932 2.2473 2.9774
C 2.3739 -2.0336 -4.8179
O 2.4472 -3.0587 -4.2333
N 2.8735 -1.7273 -6.0150
N 1.8413 -0.9942 -4.2827
H 3.3421 -2.4049 -6.5994
H 2.8857 -0.7289 -6.1674
H 2.1054 -0.0306 -4.4307
H 1.5147 -1.1993 -3.3492
*
```